Computed, not measured: a structure of composition C36H59NO2PTi, with ωB97M-V/def2-TZVPD.

The energy relative to the best compared isomer or geometry (same formula, charge and spin) is 57.9 kcal/mol. The value obtained for the total energy is -2802.3772 Ha. The total charge is +3.

```
100
Properties=species:S:1:pos:R:3:forces:R:3
H 0.86277 -2.62960 7.02819 -0.0063 -0.0050 0.0178
H 1.06275 4.13222 3.44717 0.0034 0.0093 -0.0042
H 3.21416 0.54400 -1.78699 0.0051 0.0011 0.0222
C 2.11097 -2.82410 -0.52396 0.0199 0.2851 0.0803
C 1.78586 0.66346 -3.38908 0.0054 0.0858 0.0079
H 1.79784 -0.46869 -1.54060 0.0187 -0.0170 -0.0308
H 0.04791 0.27745 2.49047 0.0954 0.2935 0.0466
H -0.87079 -0.71249 -3.30051 -0.0404 -0.0388 -0.0166
H 1.25279 -2.33382 -3.71071 -0.0304 0.0134 0.0090
N -0.20347 -2.24121 3.33219 0.2837 0.1189 0.0668
H 0.71142 0.51917 -3.51830 0.0251 -0.0106 -0.0416
H 3.87572 -2.06723 0.43672 -0.0022 -0.0153 0.0033
H 2.27650 -0.11750 -3.97145 0.0245 -0.0069 0.0265
H -0.62466 5.70937 3.13944 -0.0326 -0.0017 0.0142
H -3.71086 -0.08472 2.43090 0.0201 -0.0119 0.0010
H 4.08836 -3.49848 -0.56922 0.0079 0.0031 0.0106
H 2.96823 -4.15994 1.50667 -0.0102 0.0050 -0.0007
H -0.48047 -4.30157 3.34101 0.0087 0.0032 -0.0287
H 1.98004 1.53371 -0.03053 0.0973 -0.0020 -0.0285
C 1.55263 1.62125 -1.03903 -0.1822 -0.0709 -0.1919
C -0.78061 4.83197 2.51480 0.0169 -0.0050 -0.0290
C -0.20485 -3.44783 3.93741 0.0795 -0.0167 -0.0499
O -2.28328 -1.40244 1.68671 0.0954 0.0744 -0.1062
O -0.14193 -0.03763 0.28116 0.3968 0.2229 -0.3359
C -1.74010 1.83472 -3.97989 -0.0231 -0.0512 0.0389
H 0.49934 3.18676 -3.20271 0.0102 0.0210 -0.0037
H -2.17120 0.14707 -5.25978 0.0159 0.0014 0.0035
H -3.08279 -1.92685 1.53842 0.1917 -0.0038 0.0158
H -3.12019 2.55205 -2.51839 -0.0040 0.0117 0.0079
C -0.95975 4.01406 0.13035 0.0246 -0.0014 0.1210
C 1.84141 -3.01919 -3.09961 -0.0282 0.0099 0.0143
H 0.10476 -4.61050 5.69151 0.0044 -0.0076 0.0104
H 0.40739 5.53683 0.85963 -0.0027 -0.0081 -0.0070
H 1.18542 1.99876 2.04036 0.0133 -0.0075 -0.0245
H 1.46912 3.49602 1.18839 0.0365 -0.0006 -0.0176
H -1.54828 3.28074 -2.38514 0.0061 0.0205 0.0183
H -2.17158 1.31643 3.71987 0.0085 0.0049 0.0108
H 0.72509 -0.36965 5.96827 -0.0299 0.0098 0.0178
H -2.39519 1.65436 -0.57653 -0.0718 -0.0023 -0.0631
H 2.88313 -2.71580 -3.16376 0.0225 0.0227 0.0026
C -0.33785 0.16044 3.50757 -0.3555 -0.2180 0.0902
C 0.09225 -3.43203 -1.26628 -0.1535 0.1410 0.0262
H -1.99082 -0.83060 -1.06650 -0.0269 0.0191 -0.0431
H -2.44632 -1.49056 -3.41678 0.0173 -0.0794 0.0165
C 0.53878 -2.51725 6.00223 0.0071 -0.0150 -0.0256
C 1.58580 3.16387 -3.08079 0.0386 -0.0524 0.0280
C 0.20247 3.71563 2.92334 -0.0057 0.0184 -0.0067
C 0.05486 -1.16375 4.10181 -0.0369 0.2884 -0.0369
C 3.55890 -2.53927 -0.49143 -0.0654 0.0941 0.0024
C -1.79057 1.31671 -1.43044 0.1792 -0.0557 -0.0183
C -1.89122 0.28024 3.51515 0.0577 -0.0525 -0.0214
H -0.66450 1.74899 -4.13218 -0.0022 0.0224 -0.0387
C -1.95119 -0.53980 -3.22016 0.0224 0.0230 0.0281
C 0.47989 -1.26408 5.41262 -0.0694 -0.1198 0.0044
H 1.95662 4.12665 -3.43184 -0.0163 0.0159 0.0141
H -2.43899 0.63607 1.44114 -0.0402 -0.0791 0.0430
H 2.40601 -2.93139 2.62077 -0.0210 -0.0205 -0.0114
H -1.60196 -4.09259 1.59711 0.0349 -0.0227 0.0374
C -2.39839 0.49042 -4.25093 0.0030 -0.0012 0.0188
P -0.18704 1.39182 -0.49831 -0.0204 -0.0874 0.1482
C 1.31559 -3.03278 0.69759 0.0562 -0.3084 -0.0451
C 0.13613 -3.62044 5.26002 0.0008 0.0111 0.0021
H 1.52930 3.80852 -1.00928 -0.0237 0.0792 0.0375
H -1.50068 -4.98439 0.10454 -0.0162 0.0335 0.0265
C 2.12784 0.50466 -1.91294 -0.0411 -0.1489 0.0224
H -1.31270 2.27588 1.35113 0.0742 -0.0047 0.0217
H -0.84816 -3.54899 -3.17935 -0.0188 0.0405 -0.0310
H 0.10962 0.96244 4.09221 -0.0248 0.0178 -0.0930
H -2.27987 -0.31082 4.34638 -0.0254 0.0330 -0.0010
H 1.48174 -4.41367 2.37260 -0.0052 0.0074 0.0067
H -0.28857 3.03537 3.62660 0.0146 0.0545 0.0020
C 2.18895 2.03771 -3.91645 -0.0052 0.0108 0.0069
H -2.08953 2.58392 -4.69063 -0.0133 0.0070 0.0045
H -0.29520 -5.25933 1.34693 -0.0096 -0.0019 0.0075
C 1.35921 -3.05609 -1.68308 -0.0005 -0.0671 0.1146
C -0.00734 -3.43556 0.21437 0.0077 -0.2839 -0.2653
H -2.03968 3.96978 -0.01953 -0.0075 -0.0159 -0.0125
H 1.89503 2.13859 -4.96133 -0.0026 0.0111 -0.0060
C -2.04962 2.33445 -2.57183 0.0187 0.0106 0.0467
H 3.27905 2.12413 -3.89024 0.0097 -0.0008 -0.0295
H -1.81229 4.51394 2.68918 -0.0187 -0.0037 -0.0040
Ti -0.17292 -1.61348 1.21267 -0.4710 -0.3628 0.4234
C -2.63974 -0.08036 2.23720 -0.0387 0.0386 -0.0162
C 0.70364 2.92258 1.71049 -0.0552 -0.0041 0.0077
H -0.94829 -4.99140 -2.18707 -0.0231 0.0012 0.0045
H -3.48567 0.59757 -4.19182 -0.0143 -0.0113 -0.0415
H 1.76475 -4.00803 -3.55370 0.0047 -0.0076 -0.0051
H -1.26286 6.03505 0.78138 0.0171 0.0239 0.0093
H 3.02671 3.06720 -1.49549 0.0052 -0.0251 0.0186
H -3.39473 -0.02993 -1.73251 -0.0054 0.0126 -0.0107
H -0.51486 4.18543 -0.84821 0.0286 -0.0102 -0.0451
C -0.98747 -3.89394 -2.15834 -0.0183 0.0688 -0.0087
C -0.89567 -4.48856 0.86178 -0.0591 0.0571 -0.0181
H -1.98064 -3.62198 -1.80013 0.0010 -0.0071 0.0086
C -0.47640 2.66895 0.75936 0.0429 0.0582 -0.0463
C -0.61550 5.19976 1.04471 -0.0257 -0.0154 0.0170
H 3.87949 -1.94506 -1.34471 0.0060 0.0033 -0.0224
C -2.30434 -0.08761 -1.80736 0.0225 -0.0109 0.0564
C 1.94033 2.99977 -1.60759 -0.0599 -0.0134 0.0519
C 2.07502 -3.65395 1.87290 0.0533 -0.0286 -0.0375
```
Forces are in eV/Å.



Computed, not measured: a structure of composition C36H59NO2PTi, with ωB97M-V/def2-TZVPD.

The energy relative to the best compared isomer or geometry (same formula, charge and spin) is 73.9 kcal/mol. The value obtained for the total energy is -2802.3515 Ha. The total charge is +3.

```
100
Properties=species:S:1:pos:R:3:forces:R:3
H 1.84210 0.51660 4.65930 -0.0353 0.1275 0.0403
H 0.19490 5.74900 2.43460 -0.0012 -0.0165 0.0652
C -0.52900 5.27740 1.77120 0.0340 0.0446 -0.0654
H 1.09490 4.95960 0.40150 0.0996 -0.1044 -0.0294
C 1.41120 -0.31880 4.13010 -0.0954 -0.1125 -0.3228
C -0.20920 -2.21410 -2.38220 0.4858 0.0283 -0.4547
H 2.66430 5.16960 -4.03980 -0.1414 0.0414 -0.0315
C 0.84000 -2.61910 3.96250 -0.0492 0.1244 -0.2308
H 2.75350 -1.63980 1.05210 -0.1470 -0.1819 -0.1088
C -2.15330 1.17980 1.67790 0.0418 0.8507 0.3669
H 2.00470 2.86230 -0.52320 -0.2921 0.0242 -0.0780
H 1.99390 -1.79490 5.58020 0.0605 -0.0182 0.1427
H 0.53510 1.38570 1.38370 0.1621 0.4917 0.5738
H -0.31060 5.38010 -2.05840 -0.0646 0.0088 -0.1333
H -1.38330 0.82800 3.66860 -0.0399 0.1223 -0.0445
C -1.05510 2.83090 -5.16460 -0.2659 -0.0684 0.0430
C 2.38740 1.73660 -3.76400 0.2137 0.0735 0.1148
H 1.74570 5.04110 -1.74300 0.0782 0.0494 0.1050
H -1.58320 -3.68950 -0.83730 -0.0364 0.0664 0.1167
C -0.68100 4.02560 -0.38620 0.2912 -0.5930 -0.0839
H 3.64050 -0.94910 -3.10690 -0.0264 0.0062 -0.0881
C 1.35490 -1.77660 -0.66810 -0.9683 -0.4050 0.5374
C -0.99100 5.29460 -1.21140 0.0199 0.2414 -0.1400
O -0.10840 1.26280 -0.67600 0.0747 -0.3879 -0.0020
C 2.20760 4.24330 -3.69110 0.2980 -0.0248 0.0935
H -1.32300 7.28410 1.60450 -0.1271 -0.0290 0.0198
C 0.27520 -2.34400 2.73170 -0.1106 -0.4681 0.2711
H 3.32600 4.29180 -1.85930 0.0024 0.0000 0.0542
C -0.88730 -3.20070 -0.15710 0.0821 0.0163 0.0219
C 2.28250 4.19640 -2.17150 -0.2036 0.2493 -0.1840
C 1.48650 -1.60220 4.64910 -0.1446 0.1381 -0.1934
C -0.08310 -2.15620 -0.92790 0.6958 0.1359 0.5530
H -0.21450 -3.14520 2.20150 0.1163 0.0597 -0.1016
H -1.13920 4.35660 -3.65710 -0.1292 0.0677 0.0116
N 0.27100 -1.12130 2.17140 0.3631 0.1888 0.2109
H 0.66810 -1.38170 -5.04810 -0.0425 0.1120 -0.0624
H -3.07540 1.06200 -3.13060 -0.0218 0.0200 0.1663
H 2.94260 0.90480 -4.19700 -0.0674 -0.0930 -0.0604
H 0.19420 6.88320 -0.32220 0.0689 0.0681 -0.0644
C 2.93690 3.05450 -4.30630 -0.3390 -0.0287 -0.0785
H -2.34220 -2.40590 -2.60970 -0.0213 -0.0399 0.0343
C -1.98920 1.04480 -3.00480 0.3023 -0.4089 0.1372
H 3.87810 -2.47390 -2.29320 -0.0260 -0.0619 0.0407
C 1.29310 -2.03990 -4.45060 -0.0693 -0.0395 -0.0735
C 0.35660 1.26200 2.46980 -0.1569 -0.2609 0.0595
H -1.49070 -2.80510 0.66990 0.1751 -0.1155 -0.0979
C -1.36670 6.34770 1.05070 0.1056 0.0523 -0.0622
C 1.01080 -1.92650 -2.99230 0.0022 0.0428 -0.0388
H 0.94200 2.00580 3.01330 0.0632 -0.0133 -0.3209
H 1.75640 -3.10980 1.01790 0.0358 0.0671 -0.0351
C 2.47210 1.68380 -2.24310 -0.2667 -0.2669 -0.1948
H -1.40510 7.37200 -0.84110 0.0569 0.0345 -0.0935
H 4.00360 3.12990 -4.09020 0.0756 -0.0212 -0.0114
H 1.33960 1.62740 -4.05090 0.0154 -0.0540 -0.1339
C -1.39090 0.52300 -4.30760 -0.2795 0.1371 -0.0083
H -1.40840 -2.43880 -4.12580 -0.0226 -0.0302 -0.0521
C 2.27540 -2.38250 0.39840 0.1265 -0.0687 0.0542
C 0.24060 4.39610 0.77520 -0.0449 -0.0870 0.2237
H -3.15540 1.24210 2.11120 0.0946 -0.1017 -0.2123
C -1.62510 3.40770 -3.87340 0.2878 0.2378 -0.2105
H 0.62820 3.51890 1.29380 0.0780 0.0122 -0.0415
C 1.77840 2.87730 -1.60300 -0.3947 -0.2000 0.0030
H 3.52110 1.70220 -1.93700 -0.0084 -0.0529 0.1163
C -0.84820 6.56820 -0.36430 -0.1616 -0.0516 0.1421
C 1.95820 -1.66240 -1.98770 -0.4203 -0.1047 -0.4813
H 2.33140 -1.81670 -4.66550 0.1083 0.0129 -0.1165
H -1.26390 3.52840 -5.97570 0.0787 0.0501 0.0206
H -2.32100 2.85100 -1.94310 0.2611 -0.0026 0.0598
H 1.09160 -3.05640 -4.78760 0.0682 -0.0647 -0.0582
H 0.02690 2.72330 -5.09650 0.0830 0.0562 -0.0720
C -1.14670 1.45390 2.80290 -0.1343 -0.1712 -0.2293
P -0.08180 2.63420 -1.47920 -0.4350 1.5649 0.1885
H -0.31420 0.39010 -4.18850 0.0978 -0.0754 -0.0558
H 2.82130 3.08020 -5.38830 0.0981 -0.0227 -0.0823
H -2.75540 1.58490 -5.59430 -0.0830 -0.0394 -0.0478
H -2.06270 1.93960 0.89330 -0.0840 -0.2171 0.2099
H -2.85800 -0.56240 1.04230 0.5144 -0.0610 -0.1633
H -1.75950 0.35530 -2.16400 -0.2967 0.2754 -0.3870
Ti 0.00200 -0.35940 0.12800 -0.5646 -1.1465 0.6508
H -1.26940 1.07710 -6.38900 -0.0701 -0.0456 -0.0565
C -1.41170 -2.72340 -3.07850 0.1738 0.3663 -0.1304
H 1.16100 4.24520 -4.00580 -0.0648 0.0680 -0.0831
H -1.83570 -0.44310 -4.53350 0.0576 -0.1021 0.0416
H -1.37640 -3.81710 -3.05580 -0.0243 -0.1020 0.0646
H 2.01060 0.75470 -1.86590 0.3641 0.2525 -0.0886
H -1.62620 3.66330 0.04110 0.0763 -0.0559 -0.1228
H -2.68210 3.62650 -4.04660 -0.0165 0.0407 0.0913
H -2.00790 5.24210 -1.60020 0.0167 -0.0494 -0.1032
H 0.78720 -3.61910 4.36130 -0.0042 -0.1136 -0.0082
C 0.75700 -0.11380 2.92020 0.2856 0.3047 0.4430
H 3.08150 -2.92630 -0.09410 -0.0020 0.0004 0.0431
H 3.87900 -0.97760 -1.34810 0.0575 -0.0770 0.0138
H -2.41550 6.04730 1.00470 -0.0459 0.0327 0.0270
O -1.99550 -0.11180 1.02420 -0.3134 -0.1931 -0.1910
H -1.18630 4.66750 2.39490 0.0506 -0.0781 0.0483
C -1.67790 1.47740 -5.46220 0.3868 -0.0213 0.0491
H -0.21460 -3.98020 0.20950 -0.1224 0.0438 0.1272
C -1.56910 2.47520 -2.65470 0.3270 -0.0534 0.2234
H -1.31700 2.49060 3.10390 -0.0476 -0.0720 -0.0277
C 3.41420 -1.48660 -2.19010 -0.1830 0.2650 0.0283
```
Forces are in eV/Å.